No. 1
Below is a 2-piece molecular cluster, C2NO4 overall, with properties calculated with the ωB97M-V functional and the def2-TZVPD basis.

The value obtained for the energy relative to the best compared isomer or geometry (same formula, charge and spin) is 156.5 kJ/mol. The frontier orbital gap is 8.292 eV. The net charge is -1.

Structure (XYZ):
```
7
Properties=species:S:1:pos:R:3:lowdin_charge:R:1
C -1.4059 0.0615 -0.1467 -0.50
C 1.5435 0.1441 0.2395 -0.56
N -0.2745 -0.2224 -0.6528 0.06
O 1.6174 1.2867 0.0746 0.13
O -2.3296 0.9457 0.3257 -0.14
O 1.9889 -0.9234 0.5532 0.08
O -1.1964 -1.3422 -0.3090 -0.07
```


No. 2
Below is a 2-piece molecular cluster, C2NO4S overall, with properties calculated with the ωB97M-V functional and the def2-TZVPD basis.

The value obtained for the energy relative to the best compared isomer or geometry (same formula, charge and spin) is 26.5 kJ/mol. The frontier orbital gap (spin up / spin down) is 7.045 / 7.082 eV. The net charge is -1.

Structure (XYZ):
```
8
Properties=species:S:1:pos:R:3:lowdin_charge:R:1
C 1.3747 0.5216 -1.1258 -0.56
C -0.3605 -0.6502 0.9345 -0.86
N -1.3110 0.4299 0.8337 -0.43
O -0.8068 -1.6337 1.5090 0.00
O 2.3229 -0.1027 -1.3776 0.14
O 0.5854 1.3609 -1.2845 0.12
O 0.7926 -0.4162 0.5239 -0.01
S -2.5972 0.4904 -0.0132 0.61
```


No. 3
Below is C2NaO4Tl as an isolated structure, with properties calculated with the ωB97M-V functional and the def2-TZVPD basis.

The value obtained for the energy relative to the best compared isomer or geometry (same formula, charge and spin) is 43.1 kJ/mol. The frontier orbital gap is 7.454 eV.

Structure (XYZ):
```
8
Properties=species:S:1:pos:R:3:lowdin_charge:R:1
O -0.9928 0.8043 0.1801 -0.21
C -0.5071 -0.1414 -0.5170 -0.64
O -0.3557 0.0196 -1.7528 -0.23
Tl 0.4138 2.2255 -1.6839 1.06
Na -1.2030 0.2055 2.3393 0.73
O 1.7122 -0.9618 -0.2915 0.00
O 0.3437 -1.1438 1.4763 -0.11
C 0.5888 -1.0078 0.2494 -0.60
```


No. 4
Below is a 2-piece molecular cluster, C2O2S overall, with properties calculated with the ωB97M-V functional and the def2-TZVPD basis.

The value obtained for the energy relative to the best compared isomer or geometry (same formula, charge and spin) is 28.5 kJ/mol. The frontier orbital gap is 11.578 eV.

Structure (XYZ):
```
5
Properties=species:S:1:pos:R:3:lowdin_charge:R:1
C -0.4445 -1.3545 1.4189 -0.01
C 0.5378 0.7481 -1.0174 -0.84
O -0.0115 0.2918 -0.1001 0.00
O -1.3759 -1.0083 1.9477 0.05
S 1.2941 1.3229 -2.2492 0.80
```


No. 5
Below is a 2-piece molecular cluster, C2O2S overall, with properties calculated with the ωB97M-V functional and the def2-TZVPD basis.

The value obtained for the energy relative to the best compared isomer or geometry (same formula, charge and spin) is 27.6 kJ/mol. The frontier orbital gap is 11.286 eV.

Structure (XYZ):
```
5
Properties=species:S:1:pos:R:3:lowdin_charge:R:1
C 1.9400 0.0728 -0.6766 0.00
C -1.3484 0.0791 0.0552 -0.86
O 2.4718 -0.1077 0.3082 0.03
O -0.2759 0.3497 0.4812 0.01
S -2.7875 -0.3938 -0.1680 0.82
```


No. 6
Below is an isolated ion of composition C2O5S2 and charge -2, with properties calculated with the ωB97M-V functional and the def2-TZVPD basis.

The frontier orbital gap (spin up / spin down) is 4.298 / 6.346 eV. As for the spin multiplicity: 3. The net charge is -2.

Structure (XYZ):
```
9
Properties=species:S:1:pos:R:3:lowdin_charge:R:1
C 1.2336 -0.8510 0.3962 -0.88
C -0.0609 1.1455 -0.9763 -0.79
O 1.1616 0.4458 -0.0270 -0.26
O -1.7658 -0.7274 -1.2336 -0.47
O 2.3194 -1.0938 0.9437 -0.06
O 0.3047 -1.6715 0.2573 -0.09
O -2.0092 0.1924 1.1012 -0.49
S -0.0770 2.6810 -0.3617 0.37
S -1.1063 -0.1210 -0.0998 0.67
```


No. 7
Below is a 2-piece molecular cluster, C2O6S overall, with properties calculated with the ωB97M-V functional and the def2-TZVPD basis.

The value obtained for the energy relative to the best compared isomer or geometry (same formula, charge and spin) is 57.6 kJ/mol. The frontier orbital gap is 6.228 eV. The net charge is -2.

Structure (XYZ):
```
9
Properties=species:S:1:pos:R:3:lowdin_charge:R:1
C 0.4191 -0.5297 2.0885 -0.62
C 0.0560 0.4718 0.2623 -0.24
O 0.0061 0.1904 2.9598 -0.03
O 0.9327 0.1324 -2.2277 -0.47
O 1.0285 -1.5979 2.0473 -0.06
O 0.4280 1.6104 0.3406 -0.07
O -0.9942 -1.3333 -1.7835 -0.45
O -1.4351 1.0468 -2.0695 -0.48
S -0.4412 0.0091 -1.6179 0.41
```


For reference, E_tot by record: -11752.8441 -22590.3591 -19374.9384 -17003.8941 -17003.9041 -33977.1996 -25193.2325 eV.
For reference, max |F| by record: 7.5 1.4 2.4 2.0 4.4 4.3 1.8 eV Å⁻¹.